No. 1
Entry from the OMol25 dataset: a structure of composition C14H14HgN4O7S (ωB97M-V/def2-TZVPD).

Total charge: -2
Frontier orbital gap (eV): 5.868
E_LUMO (eV): 4.48
HOMO energy (hartree): -0.0509
Energy above the lowest of the compared OMol25 structures with the same formula, charge and spin (kJ/mol): 65.5

CARTESIAN COORDINATES (ANGSTROEM)
Hg: -0.1657 3.3381 -0.7841
O: -3.1151 0.4628 0.9573
C: -2.2044 1.2503 1.2686
O: -2.0483 2.4293 0.8841
C: -1.1461 0.6958 2.2322
C: -1.5913 0.0868 3.3652
C: -0.7059 -0.4055 4.3518
C: 0.6636 -0.3313 4.1528
C: 1.1297 0.2108 2.9816
C: 0.2866 0.8215 1.9575
O: 0.7630 1.3829 0.9650
N: 2.5646 0.1688 2.7885
O: 3.2875 0.3292 3.7713
O: 3.0013 -0.0510 1.6722
N: -1.1986 -1.0042 5.5385
O: -0.3937 -1.4455 6.3633
O: -2.4143 -1.0613 5.7202
H: -2.6572 -0.0290 3.5044
H: 1.3502 -0.7179 4.8912
S: 3.3676 3.0911 -1.5553
C: 2.1627 3.4740 -2.4497
C: -1.0397 -0.3898 -1.4279
C: -1.1190 -1.7178 -2.2244
N: -0.0910 -1.7530 -3.2746
C: 1.2211 -1.5717 -2.6424
C: 1.2825 -0.2140 -1.8934
N: -0.0040 0.4592 -2.0048
C: -0.3014 0.7127 -3.4047
C: -0.3241 -0.6289 -4.1853
H: -0.7942 -0.5663 -0.3817
H: -1.9861 0.1513 -1.4287
H: -2.0934 -1.8404 -2.7060
H: -0.9640 -2.5807 -1.5721
H: 1.9823 -1.6331 -3.4270
H: 1.3827 -2.4094 -1.9590
H: 2.0488 0.4393 -2.3169
H: 1.5122 -0.3328 -0.8336
H: 0.4532 1.3989 -3.8000
H: -1.2664 1.2229 -3.4572
H: 0.4520 -0.6542 -4.9572
H: -1.2875 -0.7886 -4.6795

Forces on the atoms, in the same order (eV/Å):
Hg -0.137 0.108 0.037
O -0.363 -0.234 0.047
C 0.336 -0.208 -0.233
O 0.034 0.365 0.022
C -0.077 0.043 0.145
C -0.019 0.023 -0.072
C 0.099 0.019 -0.044
C -0.053 -0.010 0.012
C 0.063 -0.041 0.017
C -0.064 -0.033 0.066
O 0.027 -0.014 -0.118
N -0.062 0.022 -0.060
O 0.087 -0.028 0.011
O 0.046 0.001 0.080
N -0.014 0.058 0.012
O 0.005 -0.086 0.128
O -0.008 -0.032 0.015
H 0.008 0.006 0.011
H -0.013 0.010 -0.034
S -0.145 0.024 -0.020
C 0.230 -0.043 -0.030
C -0.087 0.051 0.086
C -0.051 -0.054 0.017
N 0.005 -0.012 -0.031
C 0.050 -0.050 -0.009
C 0.081 0.045 0.062
N 0.077 0.071 -0.041
C -0.016 0.041 -0.048
C -0.012 -0.011 -0.057
H 0.022 0.017 0.015
H -0.018 -0.005 0.011
H 0.000 0.001 0.003
H -0.007 -0.012 -0.002
H 0.009 -0.006 0.008
H -0.005 -0.010 0.000
H -0.009 -0.013 -0.035
H -0.008 0.014 0.016
H -0.013 -0.010 0.017
H -0.004 0.001 0.000
H 0.000 -0.007 -0.003
H 0.006 -0.003 0.000

=====

No. 2
Entry from the OMol25 dataset: a cluster of 2 separate species, C14H14I2N2O3 in total (ωB97M-V/def2-TZVPD).

Total charge: 0
Frontier orbital gap (eV): 8.246
SMILES: C/C(I)=C(\I)c1ccc2nccnc2c1.COC(=O)OC
E_LUMO (eV): -0.65
HOMO energy (hartree): -0.3268

CARTESIAN COORDINATES (ANGSTROEM)
C: -1.6384 -2.4980 -4.5982
C: -1.3224 -1.2924 -3.6506
I: -2.6143 0.4467 -3.8191
C: -0.2852 -1.3011 -2.7502
I: 1.0094 -2.9872 -2.4879
C: -0.0838 -0.0023 -1.9099
C: -0.8287 0.2377 -0.6152
C: -0.5886 1.4973 0.0540
C: 0.3800 2.5230 -0.4724
N: 0.5237 3.6901 0.2654
C: 1.4355 4.5376 -0.2760
C: 2.1799 4.2375 -1.5297
N: 2.0423 3.1320 -2.3079
C: 1.1132 2.2800 -1.7243
C: 0.8343 0.9789 -2.4364
H: -2.6954 -2.3728 -4.9648
H: -0.9702 -2.3788 -5.5034
H: -1.4532 -3.4822 -4.1005
H: -1.5267 -0.5442 -0.2149
H: -1.1541 1.6879 1.0056
H: 1.6292 5.4962 0.2702
H: 2.9295 5.0035 -1.8729
H: 1.3748 0.7714 -3.3993
C: -1.6950 -2.2792 5.4020
O: -1.3123 -1.9775 4.0609
C: -0.0236 -1.6386 3.9207
O: 0.7909 -1.5748 4.8052
O: 0.1988 -1.3834 2.6259
C: 1.5425 -1.0056 2.3249
H: -2.7527 -2.5381 5.3924
H: -1.1319 -3.1333 5.7804
H: -1.5561 -1.4105 6.0469
H: 2.2350 -1.8090 2.5802
H: 1.8101 -0.0859 2.8467
H: 1.6036 -0.8248 1.2524

Forces on the atoms, in the same order (eV/Å):
C -0.188 1.448 -0.321
C 1.312 -1.481 0.618
I 0.703 -1.062 -0.037
C -2.003 2.069 -0.311
I -0.595 0.922 -0.070
C 1.319 0.982 0.383
C 1.901 2.190 -0.791
C 0.166 -1.621 -1.446
C -0.718 -0.894 -0.033
N 1.884 0.231 -2.211
C -0.295 -1.331 -0.548
C -0.083 0.073 0.050
N -1.411 1.408 3.351
C -1.088 -2.311 -0.494
C -1.028 -0.243 1.674
H 1.058 -0.497 0.446
H -0.650 -0.343 0.939
H -0.255 0.928 -0.437
H 0.814 1.006 -0.430
H 0.855 0.081 -1.096
H -0.179 -1.018 -0.672
H -0.883 -0.878 0.351
H -0.607 0.309 1.152
C -0.181 -0.093 0.327
O 0.170 0.064 -0.113
C -0.058 0.002 -0.111
O -0.162 -0.019 -0.149
O -0.142 -0.052 0.161
C 0.373 0.119 -0.211
H 0.079 0.059 -0.258
H 0.077 0.160 0.019
H 0.143 -0.106 -0.022
H -0.055 0.105 0.144
H 0.013 -0.145 0.090
H -0.286 -0.063 0.052

=====

No. 3
Entry from the OMol25 dataset: a structure of composition C14H14MnN2O2S2 (ωB97M-V/def2-TZVPD).

Total charge: -1
Frontier orbital gap (alpha / beta) (eV): 5.490 / 4.699
E_LUMO (alpha / beta) (eV): 2.61 / 2.63
HOMO energy (alpha / beta) (hartree): -0.1058 / -0.0762
2S+1: 5

CARTESIAN COORDINATES (ANGSTROEM)
C: -0.8543 0.7737 -1.4167
C: 0.5496 0.6982 -1.8527
C: 1.1573 2.0156 -1.3970
C: 0.1235 2.8432 -0.8017
C: -1.0639 2.0278 -0.6826
Mn: 0.5172 0.9328 0.2085
N: -0.7036 -1.4715 0.0139
C: -0.5918 -2.8324 0.0124
C: 0.8344 -2.3393 -0.1099
H: 2.2185 2.2119 -1.4550
H: 0.9943 -0.2009 -2.3796
H: 0.1580 3.8923 -0.5220
H: -2.0038 2.3440 -0.2300
H: -1.6297 0.0587 -1.7147
H: 1.2744 -2.1871 -1.1196
H: -0.9369 -3.2713 -0.9052
H: -1.0551 -1.1037 0.9534
H: 1.6083 -2.4425 0.6694
H: -0.7647 -3.3233 0.9567
O: 2.9788 -0.4788 6.3319
S: 2.3532 -1.0358 5.1510
O: 2.7283 -2.3571 4.6996
N: 2.3219 0.0807 3.8603
C: 1.1439 0.5599 3.5410
S: 0.9655 1.6926 2.2213
C: 0.0444 -0.0708 4.3218
C: -1.3500 0.0001 4.2076
C: -2.1478 -0.6970 5.1348
C: -1.5765 -1.4519 6.1779
C: -0.1802 -1.5959 6.2452
C: 0.5889 -0.9241 5.2976
H: -1.7771 0.6344 3.4173
H: -3.2334 -0.6500 5.0570
H: -2.2007 -1.9516 6.9281
H: 0.3103 -2.2125 7.0133

Forces on the atoms, in the same order (eV/Å):
C 0.376 1.686 -1.185
C -1.289 1.037 0.206
C -0.594 -1.177 -1.176
C -0.215 -1.064 -0.082
C -0.197 -0.399 -2.435
Mn 1.177 -1.251 1.733
N 1.562 1.639 1.345
C 1.718 -2.439 -0.226
C -1.885 1.174 -0.070
H -0.120 0.342 -0.238
H -0.459 1.565 0.654
H 0.314 -0.361 0.194
H 0.272 -0.106 -0.269
H 0.492 0.379 0.603
H -0.824 0.138 0.876
H -0.573 -0.813 -0.071
H 1.501 -0.495 -1.243
H -1.103 0.481 0.055
H -0.395 -0.723 -0.007
O -0.028 -0.388 -0.709
S -1.394 1.574 -1.182
O 0.080 0.621 0.205
N 0.917 -0.130 0.497
C 1.379 -0.874 -0.630
S -0.233 0.227 2.184
C -0.501 -0.939 0.964
C 0.270 0.266 0.128
C 0.384 -0.058 0.169
C 0.307 0.056 -0.351
C -0.117 0.212 -0.235
C -1.009 -0.438 0.711
H 0.135 -0.364 0.413
H 0.235 0.078 0.000
H 0.155 0.228 -0.426
H -0.338 0.317 -0.400

=====

Number 1: energy -1839.011288 hartree. Number 2: energy -1472.426115 hartree. Number 3: energy -2749.097621 hartree.